{"formula": "C7H13N3O4", "method": "ωB97M-V/def2-TZVPD", "homo_ev": -8.8287, "e_tot_ev": -20129.581, "e_above_lowest_kj_mol": 246.9, "orbital_gap_ha": 0.3367, "elements": ["C", "C", "N", "C", "O", "N", "C", "C", "C", "N", "O", "C", "O", "O", "H", "H", "H", "H", "H", "H", "H", "H", "H", "H", "H", "H", "H"], "positions_angstrom": [[1.514313, 2.316905, -0.176215], [1.907487, 1.045529, -0.951921], [1.078560, 0.970737, -2.091078], [2.197828, -0.237153, 0.069614], [3.368615, -0.497083, 0.114373], [1.221710, -0.806954, 0.835060], [-0.244478, -0.530356, 0.595109], [-0.972132, -1.252713, -0.578313], [-1.913162, -0.418611, -1.409491], [-3.092511, -0.247608, -0.720424], [-1.800500, -0.071484, -2.546227], [-0.877552, -0.276994, 1.847928], [-2.137013, -0.398322, 2.102977], [-0.016918, -0.079830, 2.895942], [0.482869, 2.544720, -0.400226], [2.123036, 3.176453, -0.177871], [1.527092, 2.100855, 0.947971], [3.021903, 0.998091, -1.278421], [1.255285, 0.097150, -2.583254], [0.107445, 1.186001, -2.048420], [1.534306, -1.699132, 1.209668], [-0.095237, 0.447081, 0.118120], [-1.588708, -2.100129, -0.196674], [-0.209529, -1.666210, -1.374480], [-3.918934, 0.196831, -1.123980], [-3.059587, -0.525534, 0.253819], [-0.621547, 0.324721, 3.572059]], "forces_ev_per_a": [[-0.36, -1.92, 2.79], [2.42, -0.09, 1.03], [0.92, -1.40, -0.99], [-1.19, 2.53, -1.58], [0.53, -1.26, 0.78], [-0.90, -1.14, -0.75], [3.52, 0.88, -3.28], [1.69, -2.21, -0.72], [-2.87, -0.16, 1.76], [0.27, 0.11, 0.05], [1.10, 0.41, -1.49], [-5.08, -1.59, 4.48], [4.73, 0.92, -1.52], [-1.84, 1.15, -0.66], [-0.26, 0.45, -0.19], [0.84, 0.95, -0.99], [-0.16, 0.01, -1.23], [-1.88, 0.86, 0.21], [-0.47, 0.44, -0.24], [-0.55, -0.02, 0.27], [-0.43, 0.14, 0.26], [-0.42, 0.41, 0.49], [0.64, 0.40, -0.29], [-1.18, 0.76, 1.97], [0.77, -0.19, 0.20], [-0.55, 0.30, -0.04], [0.73, -0.72, -0.33]]}